19
Properties=species:S:1:pos:R:3:forces:R:3 method="wB97M-V/def2-TZVPD" total_charge=+1 lumo_energy_ev="-6.6 / -6.4" de_lowest_kcal_mol=121.5
S 0.477 0.335 -0.164 0.0 0.5 3.6
O 2.521 0.326 -2.904 -0.1 0.0 0.4
O 1.773 0.793 0.259 1.2 -0.3 -0.1
O 0.478 0.459 -2.178 -2.8 0.0 0.6
N 1.393 0.603 -2.941 2.5 0.2 -2.4
C -2.049 1.341 0.541 -0.6 -0.1 -1.5
C -0.043 -1.339 0.770 0.8 1.4 2.3
C -0.580 1.780 0.228 -1.7 -2.2 2.5
C 1.065 -2.255 0.516 0.3 -2.0 -0.5
H 0.725 -3.305 0.599 -0.3 0.4 -0.6
H -2.229 0.511 1.269 0.7 1.0 -0.3
H -0.078 2.293 1.058 0.1 -0.7 0.2
H -0.938 -1.425 0.277 -2.2 -1.0 -1.3
H -2.671 2.226 0.789 0.6 -0.6 0.1
H 1.745 -2.280 1.320 1.1 0.7 0.9
H 1.616 -2.110 -0.400 0.0 -0.1 -0.4
H -0.222 -1.377 1.918 0.1 1.3 -1.9
H -0.480 2.455 -0.539 -0.1 1.3 -2.3
H -2.503 0.965 -0.417 0.4 0.3 0.7

---

58
Properties=species:S:1:pos:R:3:forces:R:3 method="wB97M-V/def2-TZVPD" smiles="CCN(CC)C(=S)SCCCC(=O)O[C@@H](CCN)Cc1cccc(C)c1" total_charge=0 lumo_energy_ev=-0.5
S -1.570 1.690 -1.370 -0.3 -0.7 -1.1
S -1.652 2.929 -4.206 0.2 -2.7 2.0
O -0.619 2.203 3.568 -2.8 -4.0 -6.8
O -0.645 0.527 1.699 -1.1 2.1 3.3
N -1.546 0.189 -3.995 0.8 0.8 2.9
N -2.304 -3.932 3.708 0.8 0.4 -1.9
C -1.151 1.674 2.465 1.1 2.5 3.9
C 0.910 -1.439 1.712 0.6 0.1 -0.7
C -2.283 -0.927 -3.287 -1.0 -1.3 -0.6
C 3.386 1.487 -0.565 0.7 -3.5 3.0
C -2.506 2.445 1.863 0.5 0.3 0.5
C 2.106 0.646 0.033 2.2 -0.7 1.0
C -1.087 -2.995 3.575 0.3 0.0 0.1
C -0.154 -0.207 -4.433 0.8 -1.0 -0.6
C -2.536 3.190 -0.802 0.2 1.3 0.4
C -3.890 -0.704 -3.594 0.5 -0.1 -0.7
C -2.012 3.560 0.732 0.0 -0.2 0.1
C 5.020 -0.146 1.069 -2.2 0.6 -1.1
C -0.200 -0.578 2.560 0.3 -2.2 0.7
C 4.889 1.074 -0.053 -4.3 -2.0 1.4
C 2.172 -0.569 1.132 4.1 1.8 -1.1
C 3.702 -0.974 1.672 -0.5 3.5 -3.3
C 0.893 -0.538 -3.215 1.3 0.3 -0.9
C -1.497 -1.579 2.846 0.5 -0.2 -0.5
C 6.587 -0.515 1.522 -0.7 0.3 -1.2
C -1.578 1.495 -3.233 -0.5 1.9 -2.4
H -0.284 -3.631 2.978 -1.6 1.7 1.1
H 1.386 -2.327 2.352 -1.1 2.2 -1.2
H 1.039 0.949 -0.370 2.4 -0.7 1.0
H -3.318 1.701 1.467 1.8 1.3 0.5
H -1.994 -1.948 -3.822 -0.4 2.3 1.1
H -0.835 3.614 0.813 -2.4 -0.1 -0.5
H -3.192 -3.418 3.505 1.1 -0.4 0.3
H -3.965 -0.389 -4.743 0.2 -0.5 2.6
H 0.277 0.599 -5.176 -0.9 -1.5 1.7
H -2.209 -4.611 2.895 -0.4 1.1 1.5
H 1.706 -1.288 -3.666 -1.8 1.5 1.1
H 0.414 -1.038 -2.272 0.8 1.1 -1.9
H -4.489 -1.718 -3.510 1.2 2.2 0.2
H 0.237 -0.261 3.598 -0.7 -0.1 -2.2
H -1.948 -1.811 1.766 0.7 0.5 2.4
H -0.277 -1.212 -5.064 0.1 2.3 1.3
H -2.021 -1.058 -2.154 -0.6 0.4 -2.0
H 3.179 2.346 -1.363 0.6 -2.1 2.0
H -2.277 4.115 -1.482 -0.8 -2.0 1.2
H -3.676 2.909 -0.790 2.3 0.8 -0.1
H 7.217 -0.730 0.534 -1.5 0.4 2.1
H -4.325 0.159 -2.922 0.7 -1.9 -1.3
H 3.842 -1.840 2.447 -0.2 1.9 -1.7
H 5.829 1.626 -0.481 -2.0 -1.3 1.0
H 0.349 -1.972 0.815 1.1 1.2 1.7
H 1.520 0.436 -2.927 -1.6 -2.1 -0.4
H -0.614 -2.786 4.651 -1.1 -0.3 -2.3
H 7.061 0.443 2.009 -1.0 -2.1 -0.7
H -3.001 3.025 2.780 1.4 -1.4 -1.9
H -2.306 -1.057 3.537 1.7 -0.9 -1.5
H 6.650 -1.481 2.183 -0.2 2.1 -1.1
H -2.409 4.648 1.009 0.7 -2.5 -0.6

---

95
Properties=species:S:1:pos:R:3:forces:R:3 method="wB97M-V/def2-TZVPD" total_charge=+1 lumo_energy_ev=-5.1 de_lowest_kcal_mol=47.1
S -3.786 2.189 -2.334 0.1 2.3 -2.6
S -5.329 -3.326 -1.617 0.7 0.3 0.1
O -2.642 2.780 -3.037 -0.4 -1.3 2.0
O -6.722 0.127 -2.737 1.2 -0.5 -0.3
O -6.587 -0.216 -0.538 2.0 0.4 -0.6
O -0.399 -1.806 -2.170 0.5 0.2 0.1
O -5.015 2.417 -3.076 0.6 -1.0 1.9
N -3.214 -3.406 3.678 0.1 0.0 -0.4
N -1.669 -1.358 -2.137 -3.4 0.7 0.1
N 4.837 -1.008 -2.689 -0.4 0.0 0.3
N 2.400 3.422 0.607 0.0 -0.4 0.1
C -2.795 -2.924 6.092 -0.1 0.0 0.0
C 5.023 -0.297 -1.429 -0.1 0.2 0.0
C -4.063 -2.037 -1.862 0.3 2.4 0.2
C -5.707 -3.783 4.118 -0.2 -0.1 0.0
C 5.358 -2.370 -2.719 0.0 -0.2 -0.3
C -3.903 2.781 -0.586 0.3 -1.5 0.2
C -2.643 -2.331 -1.956 -1.6 0.1 0.3
C 0.192 -0.683 0.044 0.0 1.1 -0.6
C 2.980 5.871 1.071 0.1 0.2 0.1
C -2.038 -0.032 -2.275 -1.8 0.2 0.1
C 2.230 2.821 1.928 -0.1 -0.1 -0.1
C -3.446 0.373 -2.189 0.1 -2.4 0.6
C -3.148 -2.896 2.318 0.2 0.0 0.1
C 1.137 3.666 -0.080 0.2 0.1 -0.1
C 1.293 4.029 -1.551 0.0 0.0 0.0
C 5.128 -0.188 -3.859 0.0 -0.1 -0.1
C -4.528 -0.624 -1.969 3.1 -0.5 0.1
C -4.219 -1.896 1.876 -0.1 0.0 -0.2
C -4.296 -4.349 3.937 0.0 -0.2 0.3
C 0.526 -0.928 -1.469 1.9 0.5 1.1
C -6.029 -0.216 -1.836 -1.3 0.4 0.5
C 4.678 -0.810 -5.174 0.1 -0.1 0.0
C 6.868 -2.553 -2.878 0.1 -0.2 0.1
C 1.515 3.650 2.997 0.0 0.0 0.2
C -3.008 -2.375 4.687 0.0 -0.1 0.1
C 6.436 0.161 -1.067 0.1 0.0 0.2
C 3.384 4.496 0.535 0.1 0.2 -0.3
H 7.080 -3.581 -3.185 0.0 0.1 0.0
H -6.173 -3.539 3.164 0.0 0.1 0.0
H -2.168 -2.420 2.186 0.0 0.0 0.2
H 4.596 0.764 -3.755 0.1 0.0 0.2
H 2.156 4.437 3.393 -0.1 0.0 -0.1
H 7.292 -1.896 -3.640 0.0 0.0 0.0
H 4.631 -0.911 -0.611 0.1 -0.1 -0.1
H 1.676 1.883 1.802 -0.1 0.1 -0.1
H 1.795 4.988 -1.684 0.0 -0.1 0.0
H 1.007 -0.007 0.442 -0.8 -0.8 -0.5
H -3.144 -3.741 1.619 -0.1 -0.1 0.1
H -2.108 -1.808 4.425 -0.1 -0.1 -0.2
H -4.317 -5.101 3.142 0.1 0.2 -0.1
H 1.526 -1.450 -1.493 -1.3 0.2 -0.4
H 1.855 3.262 -2.090 0.1 0.1 0.1
H 4.863 -2.907 -3.534 0.0 0.1 0.0
H -2.338 -3.404 -1.842 0.1 1.4 -0.2
H 0.165 -1.602 0.678 -0.2 0.7 -0.7
H -3.915 -1.426 0.934 0.0 0.0 0.0
H 0.693 0.025 -2.053 -0.4 -0.9 0.7
H 0.549 4.449 0.418 -0.1 0.0 0.0
H -3.951 3.894 -0.522 0.0 -1.0 -0.4
H -4.793 2.261 -0.134 0.7 0.8 -0.5
H -6.342 -4.534 4.596 0.0 0.0 0.0
H 7.399 -2.389 -1.941 0.0 0.1 -0.1
H 3.670 6.628 0.688 0.0 -0.1 0.0
H -4.372 -1.097 2.602 0.0 -0.1 0.0
H -5.725 -2.896 4.753 0.0 0.0 0.0
H 4.376 0.589 -1.447 0.0 0.0 -0.2
H -3.000 2.343 -0.068 -0.8 0.8 -0.5
H 3.037 5.916 2.158 -0.1 0.0 0.0
H 6.195 0.058 -3.930 0.1 0.1 -0.1
H -3.688 -3.421 6.475 0.0 0.0 0.0
H -4.042 -4.920 4.835 0.1 0.1 0.0
H 3.612 -1.049 -5.153 0.0 0.0 0.0
H 1.250 3.008 3.841 0.0 0.0 0.0
H 6.938 0.663 -1.895 0.0 0.0 0.0
H 0.307 4.112 -2.016 0.0 0.0 0.0
H 3.684 4.614 -0.511 -0.1 -0.1 0.0
H 0.535 2.749 -0.041 0.1 0.0 0.3
H 4.302 4.176 1.039 -0.2 -0.2 0.1
H 5.235 -1.719 -5.407 -0.1 0.0 0.0
H 5.032 -2.899 -1.817 0.0 0.2 0.1
H -5.855 -2.995 -0.380 0.7 0.3 -0.8
H 4.848 -0.106 -5.991 0.0 0.0 0.1
H 1.976 6.164 0.761 0.0 0.0 0.0
H -6.838 0.721 -0.384 -0.4 -0.7 -0.1
H -5.175 -2.387 1.687 0.0 0.1 0.1
H 0.592 4.101 2.629 0.0 0.0 0.0
H 3.207 2.517 2.313 0.0 0.1 -0.1
H 7.056 -0.671 -0.733 0.0 0.0 -0.1
H -3.836 -1.654 4.710 0.0 0.1 0.1
H -1.963 -3.629 6.117 -0.1 0.0 0.0
H -0.750 -0.062 0.114 0.8 -0.9 0.3
H -2.563 -2.104 6.775 0.0 0.0 -0.1
H -1.269 0.762 -2.453 -0.7 -1.0 0.2
H 6.390 0.871 -0.237 0.0 0.0 0.0